No. 1
Formula: C10H15NO2
Source: OMol25
Level of theory: the ωB97M-V functional and the def2-TZVPD basis

Geometry as XYZ:
```
28
Properties=species:S:1:pos:R:3:lowdin_charge:R:1
H 0.83 0.40 3.17 0.1010
C -0.56 -1.11 -1.24 -0.0177
C 2.52 1.68 3.54 -0.0777
C -1.20 -0.31 -0.30 -0.3174
C -2.44 0.76 -2.05 -0.0436
H 2.19 2.72 3.54 0.0767
H -0.07 -0.74 1.20 0.0561
H 2.48 1.25 4.54 0.0738
H -3.10 1.55 -2.38 0.1088
C -2.37 -0.10 -4.43 -0.0558
C -0.99 -1.07 -2.56 -0.0503
N 2.15 -1.59 2.53 0.1439
C -2.12 0.64 -0.70 -0.0140
C -1.88 -0.09 -3.00 -0.2880
H 3.57 1.59 3.26 0.0753
O 3.43 -0.20 1.30 0.0683
H -3.00 -0.98 -4.59 0.0810
H -1.54 -0.18 -5.14 0.0776
C 1.67 0.82 2.61 -0.1847
H 1.18 -1.78 2.77 0.0911
H -2.58 1.28 0.04 0.1189
H 0.27 -1.78 -1.06 0.1130
C 2.49 -0.33 2.04 -0.5632
H -3.00 0.76 -4.63 0.0701
H -0.59 -1.77 -3.28 0.1156
H 1.12 1.33 1.82 0.1142
H 2.51 -2.32 1.93 0.1024
O -0.96 -0.42 1.05 0.0247
```

Its net charge is 0. As for the multiplicity: 1. As for the HOMO energy: -8.60 eV. Its energy above the lowest of the compared OMol25 structures with the same formula, charge and spin is 10.5 kcal/mol. The HOMO-LUMO gap comes out at 9.2659 eV. The SMILES is Cc1ccc(O)cc1.CCC(N)=O. Its energy is -16198.636 eV.

***

No. 2
Formula: C10H15NO2
Source: OMol25
Level of theory: the ωB97M-V functional and the def2-TZVPD basis

Geometry as XYZ:
```
28
Properties=species:S:1:pos:R:3:lowdin_charge:R:1
C 1.39 -1.63 1.89 -0.0221
H -0.35 0.12 -2.25 0.0979
H 2.65 -1.39 -0.26 0.0552
O -1.62 2.33 1.40 0.1494
H -1.48 -1.90 1.40 0.0450
C -0.64 -0.45 -1.29 -0.0261
H -1.59 0.04 -0.76 0.1095
H -1.34 4.99 -0.37 0.1366
C -0.88 2.25 0.47 -0.3023
N 2.54 2.32 0.62 0.1691
C 0.40 -0.76 1.07 -0.4059
H -0.97 -1.05 2.81 0.1303
C 1.92 -1.04 -0.97 -0.0123
O -0.60 2.89 -0.62 -0.0232
H -2.42 3.68 -0.94 0.0569
H -1.13 4.29 -2.04 0.1356
C -1.43 3.97 -0.95 -0.0606
C 1.80 1.46 0.59 -0.2513
H 1.70 -2.57 1.20 0.1240
C 0.76 0.59 0.55 -0.1273
H -1.72 -0.12 1.34 0.0649
H 0.75 -1.99 2.76 0.0758
H 2.36 -1.21 2.23 0.0803
C 0.59 -0.53 -0.33 -0.4805
H 2.16 -0.17 -1.60 0.0863
C -1.06 -0.98 1.59 -0.0236
H -0.90 -1.48 -1.74 0.0960
H 1.71 -1.95 -1.70 0.1222
```

Its net charge is 0. As for the multiplicity: 1. As for the HOMO energy (alpha / beta): -8.61 / -8.60 eV. Its energy above the lowest of the compared OMol25 structures with the same formula, charge and spin is 147.2 kcal/mol. The HOMO-LUMO gap (alpha / beta) comes out at 8.6429 / 8.6435 eV. Its energy is -16192.710 eV.

***

Question: net charge of number 1 (C10H15NO2)?
Answer: 0

***

Question: What is the formula in the first record?
Answer: C10H15NO2

***

Question: Which value of multiplicity does entry 2 give?
Answer: 1

***

Question: Which value of energy does entry 1 give?
Answer: -16198.636 eV